DFT (ωB97M-V/def2-TZVPD) results for a 3-piece molecular cluster, C38H31FN5O8S3 overall in a non-equilibrium geometry.

CARTESIAN COORDINATES (ANGSTROEM)
C1 -6.5823 -1.4487 -5.3382
C2 -5.8631 -2.0481 -4.1366
S1 -6.5669 -1.4169 -2.5919
C3 -5.1129 -0.8683 -1.6784
C4 -4.7515 0.6102 -1.8449
N1 -5.2301 1.4393 -0.7595
C5 -6.4111 1.7497 -0.6795
S2 -7.8990 2.1413 -0.5793
N2 -5.1072 1.1589 -3.1890
C6 -4.2559 2.1936 -3.4309
N3 -4.3667 2.9938 -4.4810
S3 -5.6484 2.7838 -5.6208
C7 -3.4697 4.1123 -4.7215
O1 -2.8428 3.8532 -5.9479
O2 -2.4395 5.0886 -6.5413
N4 -3.2876 2.2712 -2.4776
C8 -3.2272 0.8396 -1.9952
C9 -2.3224 0.6533 -0.7872
O3 -2.4732 1.2271 0.2367
N5 -1.1983 -0.2903 -1.0003
C10 -1.7174 -1.5713 -1.2386
O4 -1.7911 -2.1253 -2.2764
F1 -2.1706 -2.1003 -0.1141
H1 -6.1858 -1.8873 -6.2509
H2 -7.6549 -1.6085 -5.2831
H3 -6.4123 -0.3724 -5.3642
H4 -4.7921 -1.8694 -4.1967
H5 -6.0118 -3.1257 -4.1398
H6 -4.2676 -1.4596 -2.0260
H7 -5.2650 -1.0826 -0.6249
H8 -6.0827 1.4370 -3.3007
H9 -5.1481 1.6875 -6.2073
H10 -4.0412 5.0399 -4.7583
H11 -2.7262 4.2001 -3.9279
H12 -1.8183 5.4882 -5.9099
H13 -2.3696 2.5672 -2.7940
H14 -2.8911 0.2597 -2.8537
H15 -0.7530 -0.0282 -1.8787
C11 1.5267 7.2891 4.3168
C12 2.3472 6.8001 5.3275
C13 2.6310 5.4472 5.3999
C14 2.0876 4.5744 4.4671
C15 1.2482 5.0629 3.4622
C16 0.9782 6.4234 3.3868
C17 0.6222 4.1428 2.4734
O5 -0.0991 4.5631 1.5893
C18 0.9039 2.6853 2.6011
C19 0.2891 1.8056 1.7216
C20 0.5445 0.4486 1.8098
C21 1.4302 -0.0349 2.7679
C22 2.0435 0.8382 3.6502
C23 1.7753 2.1992 3.5768
C24 2.4218 3.1231 4.5538
O6 3.1914 2.7069 5.3911
H16 1.3130 8.3479 4.2588
H17 2.7668 7.4776 6.0588
H18 3.2722 5.0589 6.1785
H19 0.3359 6.7941 2.6007
H20 -0.3917 2.1895 0.9793
H21 0.0575 -0.2303 1.1289
H22 1.6410 -1.0949 2.8297
H23 2.7289 0.4710 4.4009
C25 2.4618 -6.5079 -0.4503
C26 1.7503 -5.5600 0.2780
C27 2.4148 -4.6990 1.1337
C28 3.7941 -4.7872 1.2738
C29 4.5048 -5.7514 0.5577
C30 3.8351 -6.6038 -0.3107
C31 5.9816 -5.8969 0.7209
O7 6.5969 -6.7291 0.0914
C32 6.6687 -4.9920 1.6851
C33 8.0331 -5.1406 1.8944
C34 8.6915 -4.3018 2.7769
C35 7.9918 -3.3054 3.4490
C36 6.6308 -3.1546 3.2474
C37 5.9627 -4.0007 2.3716
C38 4.4941 -3.8404 2.1900
O8 3.8808 -2.9678 2.7696
H24 1.9413 -7.1765 -1.1228
H25 0.6746 -5.4967 0.1772
H26 1.8713 -3.9578 1.7030
H27 4.3968 -7.3408 -0.8671
H28 8.5699 -5.9153 1.3653
H29 9.7535 -4.4221 2.9424
H30 8.5103 -2.6481 4.1338
H31 6.0784 -2.3857 3.7686

Calculated values
LUMO energy: -3.583 eV
total charge: +1
strongest force on any atom: 0.0344 hartree/bohr
frontier orbital gap: 0.274 Ha